This record from OMol25 describes a cluster of 3 separate species, C8H21BN7O4S in total at a distorted geometry. The level of theory is ωB97M-V with the def2-TZVPD basis set.

```
42
C8H21BN7O4S (ωB97M-V with the def2-TZVPD basis set)
N 1.0269 -1.9112 -2.7044
B 0.6487 -1.2871 -3.9486
O 1.1863 -1.7090 -5.1107
N -0.3439 -0.1606 -3.9168
O 0.1868 1.0805 -4.2765
C -1.6446 -0.1323 -3.6264
N -2.3700 0.9900 -3.6014
C -3.5822 0.6077 -3.2682
N -3.6483 -0.6957 -3.0889
N -2.4068 -1.2238 -3.3265
S -2.1731 -2.9112 -3.2400
H 0.5467 -1.4746 -1.9264
H 0.7289 -2.8784 -2.7546
H 2.1088 -1.9370 -4.9710
H 0.6249 1.4235 -3.4875
H -4.4049 1.2887 -3.1643
H -4.4820 -1.2066 -2.8436
H -2.6237 -3.1844 -1.9939
C 1.6903 -1.1791 2.4570
C 1.8823 -1.8176 1.1073
O 0.9909 -2.4405 0.5349
N 3.0975 -1.6849 0.5237
C 4.2673 -0.9922 1.0385
H 0.6778 -1.3673 2.8004
H 2.3875 -1.6073 3.1779
H 1.8395 -0.1028 2.3977
H 3.1655 -2.1344 -0.3760
H 4.5583 -0.2007 0.3464
H 5.0961 -1.6949 1.1320
H 4.0669 -0.5530 2.0087
C -1.1779 1.7157 2.4202
C -0.1201 2.1400 3.4136
O 1.0382 1.7607 3.3261
N -0.5017 2.9639 4.4185
C -1.8208 3.5124 4.6830
H -0.7220 1.0610 1.6829
H -1.9785 1.1723 2.9231
H -1.5931 2.5856 1.9098
H 0.2493 3.2079 5.0447
H -1.7743 4.6018 4.6639
H -2.1572 3.1959 5.6709
H -2.5406 3.1791 3.9442
```

Results
- LUMO level (eV) = -3.41
- total charge = +1
- total energy (eV) = -38763.53484
- highest occupied orbital energy (eV) = -11.50
- gap between HOMO and LUMO (eV) = 8.09

This record from OMol25 describes a structure of composition C8H21BiINO3P2 at a distorted geometry. The level of theory is ωB97M-V with the def2-TZVPD basis set.

```
37
C8H21BiINO3P2 (ωB97M-V with the def2-TZVPD basis set)
C -0.2025 -0.0213 -5.9360
I -0.7376 0.1133 -3.8488
H 0.8783 0.0817 -5.9965
H -0.7134 0.7892 -6.4502
H -0.5345 -0.9946 -6.2893
Bi 0.0000 0.0000 0.0000
P 0.1286 2.3096 -0.1455
C -1.4224 3.2312 -0.4650
C 0.7936 3.1054 1.3645
H 0.9159 4.1846 1.2216
H 1.3521 3.9947 -1.4371
H 1.7582 2.6450 1.5927
H 2.2319 2.4369 -1.3073
H -2.1404 3.0195 0.3320
H 0.1119 2.9202 2.1988
C 1.2558 2.9037 -1.4617
H -1.2369 4.3094 -0.5108
H 0.8689 2.5910 -2.4351
H -1.8545 2.8961 -1.4119
P 0.1589 -2.3041 0.1961
C -1.3790 -3.2832 0.0144
C 1.2976 -3.0702 -1.0172
H 1.7886 -2.3594 1.9654
H 0.9654 -3.9469 1.8254
H 0.1444 -2.5618 2.6049
C 0.8300 -2.8600 1.8073
H 2.2664 -2.5711 -0.9339
H 1.4099 -4.1438 -0.8309
H -1.1789 -4.3540 0.1253
H -1.8142 -3.0949 -0.9708
H 0.9082 -2.9113 -2.0264
H -2.1009 -2.9680 0.7726
C -1.7970 -0.0329 -0.2906
O -2.9522 -0.0539 -0.4778
O 0.1648 0.3436 4.1277
N 0.4355 0.3455 2.9664
O -0.4767 0.0179 2.0786
```

Results
- LUMO level (alpha / beta) (eV) = -9.31 / -8.96
- total charge = +2
- total energy (eV) = -48762.00998
- highest occupied orbital energy (alpha / beta) (eV) = -15.10 / -15.02
- gap between HOMO and LUMO (alpha / beta) (eV) = 5.79 / 6.06

This record from OMol25 describes the ion C8H21ClN4 with charge +2 at a distorted geometry. The level of theory is ωB97M-V with the def2-TZVPD basis set.

```
34
C8H21ClN4 (ωB97M-V with the def2-TZVPD basis set)
C -3.7010 -1.9974 -0.2530
C -3.6422 -0.9480 0.5048
N -2.9605 0.5242 -0.2164
N -3.2483 1.5387 0.7061
N -3.5414 0.5927 -1.4902
C -1.5037 0.3619 -0.3613
C -0.8130 0.1439 0.9832
C 0.5627 -0.5165 0.8591
Cl 0.3718 -2.1124 0.0366
C 1.6175 0.3103 0.1274
C 2.9941 -0.3639 0.2033
C 4.0810 0.5297 -0.3844
N 5.4092 -0.1524 -0.3504
H -4.1224 -2.9133 0.1360
H -3.3606 -2.0215 -1.2756
H -3.9347 -0.7090 1.5068
H -2.8995 2.4455 0.4060
H -4.2417 1.6123 0.9064
H -4.5564 0.5802 -1.4596
H -3.2238 1.4022 -2.0179
H -1.1177 1.2577 -0.8573
H -1.3379 -0.5004 -1.0096
H -1.4342 -0.5112 1.5924
H -0.7003 1.0885 1.5163
H 0.9189 -0.7438 1.8663
H 1.6665 1.2959 0.5952
H 1.3393 0.4317 -0.9187
H 3.2277 -0.5869 1.2466
H 2.9431 -1.3082 -0.3433
H 3.8549 0.7808 -1.4234
H 4.1569 1.4553 0.1883
H 6.1492 0.4617 -0.7174
H 5.3897 -1.0134 -0.9159
H 5.6567 -0.4152 0.6136
```

Results
- SMILES string = C=C[N+](N)(N)CC[C@@H](Cl)CCC[NH3+]
- LUMO level (eV) = -5.63
- total charge = +2
- total energy (eV) = -27102.00025
- highest occupied orbital energy (eV) = -16.49
- gap between HOMO and LUMO (eV) = 10.87
- energy above the lowest of the compared OMol25 structures with the same formula, charge and spin (kcal/mol) = 0.0

This record from OMol25 describes a cluster of 3 separate species, C8H21ClNO7 in total at a distorted geometry. The level of theory is ωB97M-V with the def2-TZVPD basis set.

```
38
C8H21ClNO7 (ωB97M-V with the def2-TZVPD basis set)
Cl 2.5512 0.2339 -0.5894
O 3.5562 0.1300 -1.5586
O 1.4441 0.9494 -1.1449
O 2.1445 -1.0976 -0.1371
O 2.9365 1.0519 0.5238
C 0.3241 -5.7027 -1.4523
C 0.6124 -4.1888 -1.1266
O 1.5742 -3.6450 -1.9015
H -0.2543 -6.1640 -0.6517
H 1.2000 -6.2134 -1.8522
H -0.4283 -5.8604 -2.2251
H 0.8777 -3.9088 -0.1072
H -0.4122 -3.8359 -1.2433
H 1.8297 -2.8198 -1.4828
C 1.5632 4.3656 -1.0158
O 0.6570 3.4868 -0.2584
C 0.7753 3.5658 1.2199
C -0.1487 2.5787 2.0045
N -0.3733 1.3892 1.2161
C -1.3806 0.6109 1.8811
C -1.7922 -0.4387 0.8698
O -2.3545 0.1582 -0.3391
C -3.6399 -0.4111 -0.6534
H 1.3623 3.9607 -2.0077
H 2.6309 4.2826 -0.8127
H 1.2146 5.3965 -1.0776
H 0.6500 4.5820 1.5937
H 1.8100 3.3527 1.4885
H -1.0761 3.1381 2.1275
H 0.3268 2.3511 2.9586
H 0.5656 1.0296 1.1192
H -2.2347 1.2272 2.1619
H -1.0064 0.1693 2.8047
H -2.4565 -1.1438 1.3693
H -0.9792 -1.0519 0.4810
H -3.7690 -1.4906 -0.7320
H -3.9965 0.0233 -1.5873
H -4.3039 -0.0612 0.1370
```

Results
- LUMO level (eV) = 3.14
- total charge = -1
- total energy (eV) = -36972.90227
- highest occupied orbital energy (eV) = -5.44
- gap between HOMO and LUMO (eV) = 8.58

This record from OMol25 describes the ion C8H21NO6P with charge +1 at a distorted geometry. The level of theory is ωB97M-V with the def2-TZVPD basis set.

```
37
C8H21NO6P (ωB97M-V with the def2-TZVPD basis set)
C 4.7760 0.7687 -0.0871
N 3.3156 0.5611 -0.0252
C 2.6688 1.8235 0.3811
C 2.8360 0.1885 -1.3693
C 3.0608 -0.5285 0.9639
C 1.6042 -0.8013 1.3592
O 0.8846 -1.4073 0.3179
P -0.4506 -0.6389 -0.2649
O -0.1722 0.8020 -0.2124
O -0.4574 -1.3241 -1.6849
O -1.4575 -1.3147 0.7761
C -2.8659 -1.2410 0.8011
C -3.3620 -0.0099 0.0420
O -2.5692 0.0624 -1.1168
C -3.2125 1.2938 0.8449
O -3.4274 2.3963 0.0030
H 5.1527 1.1115 0.8751
H 5.0140 1.5193 -0.8387
H 5.2815 -0.1584 -0.3518
H 2.9118 2.0560 1.4158
H 3.0192 2.6338 -0.2547
H 1.5869 1.7420 0.2636
H 3.2779 -0.7558 -1.6800
H 3.1113 0.9625 -2.0830
H 1.7534 0.0891 -1.3708
H 3.6026 -0.2785 1.8786
H 3.4711 -1.4526 0.5510
H 1.1016 0.1135 1.6806
H 1.6304 -1.4980 2.2044
H -0.7445 -2.2361 -1.6793
H -3.2677 -2.1472 0.3360
H -3.1677 -1.2066 1.8507
H -4.4161 -0.1568 -0.2415
H -2.4391 1.0044 -1.3246
H -3.8877 1.2914 1.7073
H -2.1798 1.3834 1.1886
H -4.3679 2.4859 -0.1919
```

Results
- SMILES string = C[N+](C)(C)CCO[P@@](=O)(O)OC[C@H](O)CO
- LUMO level (eV) = -2.22
- total charge = +1
- total energy (eV) = -31696.90686
- highest occupied orbital energy (eV) = -13.07
- gap between HOMO and LUMO (eV) = 10.86
- energy above the lowest of the compared OMol25 structures with the same formula, charge and spin (kcal/mol) = 3.4

This record from OMol25 describes a cluster of 2 separate species, C8H21NP in total at a distorted geometry. The level of theory is ωB97M-V with the def2-TZVPD basis set.

```
31
C8H21NP (ωB97M-V with the def2-TZVPD basis set)
C 1.3806 -2.0199 -1.9965
C -1.0438 -1.5142 -2.1706
C 3.0612 0.7527 1.2346
C 1.1801 1.4620 2.6333
C 0.4957 0.3818 -1.3428
C -2.9132 0.9602 0.7366
C 0.3572 -0.8931 -2.2404
C 1.5850 1.2361 1.1853
N -4.1276 0.1737 1.0329
P 0.4986 -0.1342 0.4639
H 1.4734 -2.3823 -0.8520
H 1.0136 -2.9128 -2.4263
H 2.3994 -1.8086 -2.2910
H -1.1394 -1.9797 -1.2270
H -1.1452 -2.2033 -2.9790
H -1.9216 -0.9250 -2.4937
H 3.5862 1.3204 1.9734
H 3.1822 -0.2202 1.6067
H 3.5079 0.7668 0.2273
H 0.0172 1.5830 2.8328
H 1.5902 2.3764 3.0377
H 1.5787 0.6380 3.2530
H 1.4458 0.9110 -1.5347
H -0.3796 1.0014 -1.4310
H -2.6341 1.6358 1.5789
H -1.9729 0.4085 0.5968
H 0.5664 -0.5012 -3.3748
H 1.6287 2.2110 0.5238
H -4.7466 0.0959 0.1496
H -4.6401 0.3892 1.9030
H -3.8839 -0.8093 1.3900
```

Results
- LUMO level (alpha / beta) (eV) = -3.93 / -5.72
- total charge = +1
- total energy (eV) = -19403.57609
- highest occupied orbital energy (alpha / beta) (eV) = -12.20 / -10.72
- gap between HOMO and LUMO (alpha / beta) (eV) = 8.26 / 5.00
- energy above the lowest of the compared OMol25 structures with the same formula, charge and spin (kcal/mol) = 92.0

This record from OMol25 describes a structure of composition C8H22AsF6KN2O2 at a distorted geometry. The level of theory is ωB97M-V with the def2-TZVPD basis set.

```
42
C8H22AsF6KN2O2 (ωB97M-V with the def2-TZVPD basis set)
K 0.0893 0.5932 0.9232
As 1.5086 3.9502 -1.5592
F 0.3293 2.6359 -1.1293
F 0.5864 4.2453 -3.0697
F 2.5479 5.2564 -2.0893
F 2.4858 3.6201 -0.0647
F 2.4334 2.6686 -2.4425
F 0.5064 5.0908 -0.5788
C -4.6724 -0.0665 0.3508
C -3.1142 0.1599 0.2266
C -2.7074 0.0248 -1.3447
O -1.2384 -0.1634 -1.3760
C -0.5676 -0.1828 -2.6450
N -2.7322 1.4073 0.9338
H -5.1076 0.7546 -0.2188
H -4.9999 0.0204 1.3868
H -4.9793 -0.9774 -0.1632
H -2.6770 -0.7494 0.6390
H -2.8880 0.9023 -1.9655
H -3.3106 -0.7515 -1.8155
H -1.2556 0.1142 -3.4365
H -0.1753 -1.1292 -3.0173
H 0.3701 0.3673 -2.5670
H -3.1239 2.1823 0.4182
H -3.3072 1.4848 1.7605
C 1.8047 -3.6818 1.6752
C 1.8261 -2.2564 2.3540
C 2.6591 -1.2441 1.5260
O 2.1727 -1.0866 0.2329
C 2.9767 -0.3967 -0.7094
N 0.5069 -1.7725 2.7331
H 1.1009 -3.7730 0.8479
H 1.5352 -4.4315 2.4191
H 2.7320 -3.9783 1.1849
H 2.3475 -2.4287 3.2956
H 3.6498 -1.6975 1.5593
H 2.6321 -0.2868 2.0466
H 3.2740 0.5849 -0.3404
H 2.5338 -0.3689 -1.7050
H 3.7701 -1.1236 -0.8835
H -0.1362 -2.4339 3.1443
H 0.6142 -1.0830 3.4633
```

Results
- LUMO level (alpha / beta) (eV) = 2.12 / 2.28
- total charge = -1
- total energy (eV) = -109199.76269
- multiplicity = 2
- highest occupied orbital energy (alpha / beta) (eV) = -0.13 / -7.09
- gap between HOMO and LUMO (alpha / beta) (eV) = 2.26 / 9.38